[1]
Molecular formula: ClFHOPS
Method: DFT, ωB97M-V/def2-TZVPD

Structure (XYZ):
```
6
Properties=species:S:1:pos:R:3:forces:R:3
Cl -1.365 -1.070 -0.812 -0.4 -0.8 -0.9
S -1.489 2.092 0.151 -0.2 0.0 -0.4
P -0.935 0.326 0.443 1.0 0.6 2.5
F 2.114 -0.797 -1.047 0.8 -1.4 -2.5
O -0.169 -0.196 1.601 -0.5 0.3 -1.3
H 1.844 -0.354 -0.335 -0.8 1.4 2.6
```
Positions in Å, forces in eV/Å.

M in Da: 134.50
LUMO energy in eV: -0.857
Strongest force on any atom in eV/A: 3.04
Relative energy (zero: lowest compared OMol25 entry of this formula, charge and spin) in kcal per mole: 43.9
Multiplicity: 1
Energy in eV: -37428.757

Here are the Mulliken charges for atoms 1 to 5, given in e:
1. Cl -0.0456
2. S -0.2355
3. P 0.7598
4. F -0.3717
5. O -0.4788



[2]
Molecular formula: C3H3BrCl2S
Method: DFT, ωB97M-V/def2-TZVPD

Structure (XYZ):
```
10
Properties=species:S:1:pos:R:3:forces:R:3
Br 4.135 -0.764 -1.270 -0.7 0.1 0.2
Cl 0.430 1.535 -1.057 -1.3 1.1 -0.1
Cl 1.447 -2.154 -0.544 0.4 1.0 0.0
S -1.992 1.808 0.431 -0.1 0.6 -0.3
C 2.242 -0.593 -0.916 -0.1 -0.6 -0.7
C -1.972 0.135 1.012 -0.4 0.6 2.9
C 1.625 0.517 -1.185 2.0 -1.5 0.4
H -1.892 0.211 2.202 0.0 -0.6 -2.6
H -1.104 -0.361 0.587 0.0 -0.3 0.1
H -2.919 -0.333 0.740 0.3 -0.3 0.0
```
Positions in Å, forces in eV/Å.

M in Da: 221.93
LUMO energy (alpha / beta) in eV: -1.931 / -1.425
Strongest force on any atom in eV/A: 2.96
Relative energy (zero: lowest compared OMol25 entry of this formula, charge and spin) in kcal per mole: 82.3
Multiplicity: 1
Energy in eV: -109077.313

Here are the Mulliken charges for atoms 1 to 5, given in e:
1. Br -0.1037
2. Cl -0.0741
3. Cl -0.1642
4. S -0.1441
5. C 0.2532



[3]
Molecular formula: C37H35N8OReSSe2
Method: DFT, ωB97M-V/def2-TZVPD

Structure (XYZ):
```
85
Properties=species:S:1:pos:R:3:forces:R:3
Re -0.130 -0.244 -0.909 1.5 -1.0 0.0
Se -0.689 2.269 -1.650 -0.1 -0.2 0.4
Se -2.768 -0.168 -0.698 0.1 0.1 0.2
S 2.041 0.651 -0.648 -0.1 0.3 -1.0
O 0.217 -7.751 -11.505 0.1 0.0 -0.4
N -0.556 -5.093 -5.642 0.0 -0.3 -0.3
N 0.740 -1.300 0.654 0.1 0.9 -0.3
N 2.073 -1.389 0.858 -2.8 -2.9 2.0
N 0.457 -3.489 -6.801 0.1 0.1 -0.2
N -0.788 -2.251 -1.608 0.3 1.0 0.1
N 0.448 -0.375 -3.026 -0.4 0.2 0.1
N 4.980 0.086 0.190 2.4 2.2 -1.2
N 4.164 -0.685 0.595 -2.2 -2.5 1.4
C -1.149 -3.409 3.762 0.1 -0.1 -0.1
C -0.016 -4.726 -6.855 0.0 0.2 0.2
C 0.135 -7.110 -10.354 0.0 0.4 0.6
C 1.152 -0.766 -5.725 0.0 0.2 0.1
C 1.056 0.569 -3.753 0.1 0.3 0.4
C -1.797 -4.395 -1.339 0.0 -0.1 -0.2
C 0.188 -1.556 -3.649 0.0 -0.2 -0.2
C 0.076 -2.020 1.704 0.0 -0.6 -0.3
C -0.037 3.394 -0.198 0.0 0.1 0.0
C 2.806 -0.568 0.299 1.3 2.7 -1.5
C -0.787 -3.830 -3.442 0.0 0.0 0.0
C 1.411 0.425 -5.082 0.0 -0.3 -0.3
C -0.905 -1.399 2.453 0.0 -0.2 0.0
C -3.811 -0.926 0.767 0.0 -0.1 -0.1
C 8.206 -1.036 1.604 -0.4 -0.2 0.1
C 0.462 -5.000 -9.237 -0.1 -0.1 0.2
C -0.296 -7.681 -9.146 0.0 -0.1 -0.3
C -0.412 -4.039 -4.789 0.1 0.4 0.1
C 0.026 -5.564 -8.024 0.0 -0.2 -0.3
C 6.371 -0.004 0.495 -0.3 0.0 0.0
C 7.206 0.945 -0.065 0.2 0.4 -0.3
C -3.146 1.688 -0.224 0.2 0.0 0.0
C 0.222 -3.057 -5.548 -0.2 -0.5 0.2
C -0.345 -6.911 -8.004 0.0 0.2 0.1
C -1.465 -4.755 -2.621 0.0 0.2 0.1
C 0.477 -3.325 1.992 -0.1 -0.1 -0.1
C -1.450 -3.130 -0.872 0.0 0.0 0.4
C -1.516 -2.104 3.488 -0.1 0.3 0.0
C -0.145 -4.017 3.012 0.0 0.0 0.0
C -0.128 -9.128 -11.587 -0.1 -0.2 0.0
C 9.056 -0.090 1.049 0.2 0.0 0.0
C -0.461 -2.570 -2.886 -0.1 -0.1 -0.1
C -2.606 2.569 -1.318 0.0 0.0 -0.2
C 8.563 0.899 0.217 -0.2 0.2 -0.2
C 0.534 -1.786 -4.995 0.0 0.0 0.2
C 6.849 -1.001 1.333 0.1 -0.4 0.3
C 0.515 -5.753 -10.377 -0.1 -0.3 -0.1
H -1.180 -9.284 -11.342 0.0 0.0 0.0
H -0.668 -7.393 -7.089 0.0 0.0 0.0
H 1.023 3.201 -0.079 0.0 0.0 0.0
H 0.049 -9.414 -12.619 0.0 0.0 0.0
H 0.160 -5.030 3.237 0.0 0.0 0.0
H -2.698 1.900 0.746 0.0 0.0 0.0
H 6.803 1.715 -0.713 0.1 0.0 0.0
H -2.259 -1.615 4.106 0.0 0.0 0.0
H -4.835 -0.589 0.602 0.1 0.0 -0.1
H -0.571 3.165 0.720 0.0 0.0 0.0
H -1.696 -2.838 0.136 0.0 0.0 0.1
H 4.697 0.871 -0.415 0.1 0.2 -0.1
H -0.995 -5.980 -5.455 0.0 0.0 0.0
H -3.429 -0.562 1.710 0.0 0.0 0.2
H 0.750 -3.959 -9.259 0.0 0.0 0.0
H 0.504 -9.728 -10.929 0.0 0.0 0.0
H -1.122 -0.359 2.261 -0.1 0.2 0.0
H -1.622 -3.947 4.571 0.0 0.0 0.0
H 9.232 1.632 -0.208 0.0 0.0 0.0
H -2.325 -5.067 -0.680 0.0 0.0 0.0
H 0.845 -5.331 -11.316 0.0 0.0 0.0
H -3.791 -2.009 0.716 0.1 0.0 0.0
H -0.204 4.426 -0.502 0.0 -0.1 0.0
H 10.112 -0.126 1.273 0.0 0.0 0.0
H -0.588 -8.719 -9.097 0.0 0.0 0.0
H -4.230 1.767 -0.145 0.0 0.0 0.0
H 6.170 -1.725 1.760 0.0 0.0 0.0
H 1.415 -0.932 -6.761 0.0 0.0 0.0
H 1.268 -3.781 1.411 0.0 0.0 0.0
H -1.736 -5.732 -2.997 0.0 0.0 0.0
H -2.697 3.630 -1.083 0.0 0.0 0.0
H -3.104 2.376 -2.269 0.0 0.1 0.0
H 1.891 1.251 -5.585 0.0 0.0 0.0
H 1.309 1.499 -3.266 -0.1 -0.1 0.1
H 8.603 -1.801 2.255 0.0 0.0 0.0
```
Positions in Å, forces in eV/Å.

M in Da: 983.94
Expectation value of S²: 0.7784
LUMO energy (alpha / beta) in eV: -9.707 / -9.634
Strongest force on any atom in eV/A: 4.44
Relative energy (zero: lowest compared OMol25 entry of this formula, charge and spin) in kcal per mole: 8.7
Total charge: +3
Multiplicity: 2
Energy in eV: -196539.083

Here are the Mulliken charges for atoms 1 to 5, given in e:
1. Re 1.7624
2. Se 0.1990
3. Se 0.3244
4. S -0.5705
5. O -0.4446



[4]
Molecular formula: C12H11F10N3O4PS
Method: DFT, ωB97M-V/def2-TZVPD

Structure (XYZ):
```
42
Properties=species:S:1:pos:R:3:forces:R:3
S -2.707 3.462 -3.308 -1.9 -0.5 -1.4
P -0.226 0.507 1.984 -1.6 -0.1 0.6
F -2.144 2.431 -0.973 0.5 0.5 0.1
F -2.057 1.030 -2.562 0.6 -0.1 -0.3
F -4.005 3.092 -2.444 0.5 0.4 0.0
F -2.366 4.681 -2.360 0.4 -0.4 -0.1
F 0.990 -4.350 0.881 -0.3 0.2 0.9
F -1.478 3.741 -4.281 0.1 0.2 0.7
F -3.588 4.447 -4.177 0.3 -0.2 0.2
F -3.132 2.266 -4.297 0.4 0.4 0.2
F 0.386 1.880 -3.362 -0.4 0.6 -0.5
F 0.220 3.721 -2.122 -0.4 0.2 -0.6
O 1.149 -2.617 3.944 0.2 -0.2 -1.3
O -0.795 -3.161 0.456 0.3 -0.4 0.8
O 2.169 -0.597 4.203 -0.1 -0.9 -0.5
O -0.997 -2.008 3.775 0.6 -0.3 0.1
N 2.219 -1.382 -0.705 0.2 -0.1 0.0
N -1.659 0.193 1.445 0.6 0.1 0.0
N -0.471 -3.907 2.648 0.8 0.2 -0.1
C 3.046 -2.134 0.027 0.9 -0.8 -0.2
C 0.417 0.159 -1.197 -1.0 -0.5 0.7
C 1.765 -1.446 3.477 0.2 0.6 0.4
C 1.078 -0.564 1.194 1.1 0.0 0.4
C -0.167 2.445 -2.267 0.9 -1.4 2.0
C -0.136 -2.783 3.462 -1.5 0.6 0.4
C -1.706 2.276 -2.228 -0.8 0.1 -0.1
C 2.930 -2.184 1.381 -0.3 0.3 0.3
C 0.468 1.697 -1.056 1.2 -0.2 -0.6
C 1.930 -1.388 1.953 -0.5 0.1 0.7
C -0.153 -3.739 1.273 0.0 0.0 -1.4
C 1.262 -0.605 -0.192 -1.0 1.1 -0.5
H 0.092 2.087 -0.111 -0.3 -0.2 -0.4
H 0.657 -0.205 -2.204 0.1 0.4 0.1
H -1.489 -3.961 2.675 0.1 0.1 0.1
H 3.796 -2.725 -0.497 -0.3 0.2 0.0
H -0.106 0.289 3.379 0.6 0.1 -0.4
H 1.533 1.988 -1.100 -0.4 0.1 -0.1
H -0.627 -0.157 -1.003 0.4 0.0 0.0
H -2.226 -0.127 2.228 -0.2 -0.1 -0.4
H 2.342 -1.399 -1.714 -0.1 0.1 0.0
H 0.190 1.853 1.804 0.5 -0.5 0.0
H 3.599 -2.807 1.970 -0.2 0.1 -0.1
```
Positions in Å, forces in eV/Å.

M in Da: 514.26
LUMO energy in eV: -5.215
Strongest force on any atom in eV/A: 2.59
Relative energy (zero: lowest compared OMol25 entry of this formula, charge and spin) in kcal per mole: 23.1
Total charge: +1
Multiplicity: 1
Energy in eV: -72571.832

Here are the Mulliken charges for atoms 1 to 5, given in e:
1. S 1.3297
2. P 0.0355
3. F -0.3037
4. F -0.3016
5. F -0.2979



[5]
Molecular formula: H5NO3
Method: DFT, ωB97M-V/def2-TZVPD

Structure (XYZ):
```
9
Properties=species:S:1:pos:R:3:forces:R:3
O -1.770 -0.604 0.224 -0.8 0.6 1.6
O 1.242 -0.644 -0.332 -1.6 -0.2 1.8
O 1.931 0.412 0.310 0.7 0.3 0.5
N -1.299 0.725 -0.175 0.1 -0.5 0.7
H 2.162 0.048 1.194 -0.3 0.0 -0.8
H -0.291 0.553 -0.223 -0.5 0.4 -0.3
H 1.770 -0.883 -1.058 1.6 -0.3 -1.5
H -1.633 0.911 -1.130 0.0 -0.6 0.6
H -2.111 -0.518 1.188 0.9 0.3 -2.6
```
Positions in Å, forces in eV/Å.

M in Da: 67.04
LUMO energy in eV: 0.841
Strongest force on any atom in eV/A: 2.75
Relative energy (zero: lowest compared OMol25 entry of this formula, charge and spin) in kcal per mole: 3.0
Multiplicity: 1
Energy in eV: -7708.735

Here are the Mulliken charges for atoms 1 to 5, given in e:
1. O -0.4342
2. O -0.3727
3. O -0.3330
4. N -0.4483
5. H 0.3400



[6]
Molecular formula: C19H16AsIrO3SbSe4
Method: DFT, ωB97M-V/def2-TZVPD

Structure (XYZ):
```
45
Properties=species:S:1:pos:R:3:forces:R:3
Ir -0.463 0.087 0.559 -0.1 0.9 -0.9
Sb 2.466 -0.115 2.847 0.2 -0.1 0.2
Se -0.036 0.356 2.890 -0.3 0.0 0.0
Se 1.591 -0.853 0.397 0.3 -0.2 0.0
Se 3.834 1.819 2.791 0.0 0.1 -0.1
Se 3.040 -2.069 4.015 0.1 -0.2 0.1
As 0.642 2.674 -1.216 -0.2 -0.2 0.4
O 0.178 1.975 0.268 0.2 0.1 -0.1
O -2.527 0.351 -0.352 0.0 -0.5 0.4
O -1.795 -1.463 0.652 -0.2 -0.2 0.1
C 0.667 7.189 -0.096 0.0 0.0 0.0
C -2.714 -0.838 0.029 0.0 0.2 0.1
C -0.466 5.074 -0.196 0.0 0.0 0.0
C -2.241 3.036 -4.204 0.0 0.0 0.0
C -0.457 6.413 0.156 0.0 0.0 0.0
C -1.319 3.336 -3.211 0.0 0.0 0.0
C 1.787 5.294 -1.057 -0.1 0.0 -0.1
C -1.779 0.687 -3.937 0.0 0.0 0.0
C 4.607 1.542 -1.263 0.0 0.0 0.0
C 4.784 1.027 -2.540 0.0 0.0 0.0
C 0.658 4.524 -0.807 0.1 0.1 0.0
C -0.860 0.977 -2.944 0.0 0.0 0.0
C 2.334 2.061 -1.813 0.0 -0.1 0.0
C 2.503 1.541 -3.094 0.0 0.1 0.0
C 3.739 1.028 -3.454 0.0 0.0 0.0
C 3.378 2.066 -0.895 0.1 -0.1 0.0
C -2.469 1.717 -4.563 0.0 0.0 0.0
C 1.786 6.635 -0.698 0.0 0.0 0.0
C -0.635 2.303 -2.581 0.0 0.0 -0.1
H -1.959 -0.342 -4.221 0.0 0.0 0.0
H -2.780 3.835 -4.696 0.0 0.0 0.0
H -1.139 4.367 -2.932 0.0 0.0 0.0
H 5.406 1.517 -0.536 0.0 0.0 0.0
H 1.689 1.541 -3.806 0.0 0.0 0.0
H -1.331 4.459 0.025 0.0 0.0 0.0
H 2.663 7.241 -0.881 0.0 0.0 0.0
H -3.190 1.487 -5.337 0.0 0.0 0.0
H 3.238 2.418 0.120 0.0 0.0 0.1
H -3.660 -1.355 -0.153 0.0 0.0 0.0
H -0.317 0.170 -2.461 0.0 0.0 0.0
H 5.743 0.611 -2.822 0.0 0.0 0.0
H 0.674 8.233 0.190 0.0 0.0 0.0
H -1.322 6.848 0.639 0.0 0.0 0.0
H 3.885 0.624 -4.447 0.0 0.0 0.0
H 2.661 4.858 -1.524 0.0 0.0 0.0
```
Positions in Å, forces in eV/Å.

M in Da: 997.07
Expectation value of S²: 0.7564
LUMO energy (alpha / beta) in eV: -1.222 / -2.102
Strongest force on any atom in eV/A: 1.27
Relative energy (zero: lowest compared OMol25 entry of this formula, charge and spin) in kcal per mole: 6.1
Multiplicity: 2
Energy in eV: -357705.220

Here are the Mulliken charges for atoms 1 to 5, given in e:
1. Ir 0.9141
2. Sb 0.7027
3. Se -0.3147
4. Se -0.2747
5. Se -0.5234



[7]
Molecular formula: C2H4
Method: DFT, ωB97M-V/def2-TZVPD

Structure (XYZ):
```
6
Properties=species:S:1:pos:R:3:forces:R:3
C -0.071 -0.560 -0.346 -0.3 1.3 0.9
C 0.231 0.643 0.292 -2.0 -4.2 -3.2
H -0.605 -0.852 -1.335 1.0 1.6 1.7
H 0.032 -1.461 0.236 0.8 -0.3 0.1
H -0.224 1.489 -0.086 -0.2 2.0 -1.1
H 0.637 0.740 1.239 0.8 -0.4 1.6
```
Positions in Å, forces in eV/Å.

M in Da: 28.05
LUMO energy in eV: 1.409
Strongest force on any atom in eV/A: 5.65
Relative energy (zero: lowest compared OMol25 entry of this formula, charge and spin) in kcal per mole: 15.3
Multiplicity: 1
Energy in eV: -2137.235

Here are the Mulliken charges for atoms 1 to 5, given in e:
1. C -0.4164
2. C -0.5041
3. H 0.2148
4. H 0.2008
5. H 0.2292



[8]
Molecular formula: C12H28ClN2O10
Method: DFT, ωB97M-V/def2-TZVPD

Structure (XYZ):
```
53
Properties=species:S:1:pos:R:3:forces:R:3
Cl -0.272 -1.756 4.452 0.0 -0.2 -0.2
O -1.026 6.338 1.721 0.7 0.1 0.3
O 0.565 -0.263 -1.239 0.5 -0.6 -0.4
O 0.556 -3.624 1.480 0.6 -0.1 -0.3
O -3.313 2.686 -0.084 0.4 0.2 -0.2
O -1.940 -0.182 -2.862 9.2 -2.3 -17.6
O -1.900 -2.367 0.465 0.0 -0.5 -0.1
O -1.422 1.070 0.685 0.6 -1.2 0.0
O 1.059 4.602 2.304 1.3 1.1 0.8
O 2.943 0.479 1.174 0.1 0.5 0.1
O 3.091 0.941 -1.596 0.4 0.2 0.2
N -2.873 0.194 -1.294 -5.0 1.4 9.9
N 0.439 -0.743 1.624 0.2 0.8 -1.0
C 0.404 -0.882 -2.520 0.6 0.7 1.1
C 3.953 -0.080 0.381 0.0 -1.0 0.2
C -1.646 -3.767 0.545 -0.2 -0.1 0.5
C 4.269 0.776 -0.796 0.6 0.0 -0.9
C -0.180 -4.136 0.401 -0.9 -0.7 0.4
C -1.092 5.137 1.458 -1.8 0.5 -0.7
C -1.204 2.299 0.962 -0.9 -0.3 -0.6
C -2.214 4.583 0.771 0.3 -0.5 -0.2
C -2.325 3.228 0.488 -0.5 0.1 0.2
C 0.021 4.179 1.849 0.5 -1.1 -0.3
C -1.038 -1.282 -2.636 1.2 -1.4 -1.9
C -0.104 2.772 1.596 -0.6 0.2 -0.2
H 5.036 0.313 -1.429 0.1 -0.2 0.2
H 0.333 -0.757 2.667 -0.2 -0.1 -0.2
H 0.657 2.074 1.906 0.3 0.1 0.2
H -2.264 -4.335 -0.163 0.1 0.2 -0.2
H 3.012 1.446 1.153 -0.2 -0.2 0.2
H -2.274 -2.103 1.316 0.2 0.3 -0.1
H 4.835 -0.352 0.975 0.2 0.5 -0.1
H 3.604 -1.068 0.052 -0.3 0.2 -0.2
H -2.241 -0.226 -1.989 -4.3 0.9 8.5
H -1.205 -1.963 -3.480 0.3 -0.1 0.2
H -3.361 1.018 -1.651 0.0 -0.3 0.4
H 0.285 -4.076 2.289 0.0 0.4 0.2
H -2.252 0.565 -0.485 -0.7 0.4 0.5
H 1.334 -0.340 1.302 -0.2 -0.5 0.7
H 1.498 0.037 -1.197 -0.6 0.2 0.0
H 0.257 -3.813 -0.539 0.2 0.3 -0.1
H -0.244 -0.106 1.117 -0.5 0.0 0.7
H -3.495 -0.517 -0.921 -0.4 0.6 0.5
H -3.030 5.184 0.394 0.1 0.4 0.2
H 0.323 -1.695 1.278 0.1 0.1 0.3
H 4.679 1.748 -0.503 -0.2 0.0 0.2
H -1.295 -1.820 -1.729 -0.5 0.4 0.3
H -1.922 -4.110 1.549 -0.1 -0.1 -0.1
H -0.173 -5.236 0.423 0.2 0.0 -0.2
H 0.764 -0.136 -3.238 -0.3 -0.4 -0.6
H 1.013 -1.798 -2.596 -0.1 0.1 -0.1
H 3.194 1.781 -2.053 -0.4 0.0 -0.1
H -1.818 0.084 -3.777 0.0 0.4 -0.6
```
Positions in Å, forces in eV/Å.

M in Da: 395.81
LUMO energy in eV: 1.442
Strongest force on any atom in eV/A: 19.95
Total charge: -1
Multiplicity: 1
Energy in eV: -48870.714

Here are the Mulliken charges for atoms 1 to 5, given in e:
1. Cl -0.8004
2. O -0.7194
3. O -0.1664
4. O -0.5524
5. O -0.8283